(1)
A structure of composition C8H10F6N3NaO13 at a distorted geometry. Source: the OMol25 dataset; level of theory: ωB97M-V/def2-TZVPD.

Properties
LUMO level: 3.88 eV
Energy relative to the best compared isomer or geometry (same formula, charge and spin): 17.8 kcal/mol
Total charge: -2
Kohn-Sham gap: 5.8 eV
Calculated total energy: -60260.6837 eV
Multiplicity: 1

Structure (XYZ):
```
41
C8H10F6N3NaO13 | the OMol25 dataset | ωB97M-V/def2-TZVPD
Na 0.884 -0.299 -0.247
N -0.180 -0.049 3.040
O -0.911 0.983 3.134
O 0.516 -0.427 4.005
O -0.186 -0.719 1.965
N 2.517 -3.273 -0.065
O 3.482 -4.046 -0.311
O 2.053 -3.211 1.081
O 1.959 -2.628 -0.994
N 4.241 -0.471 1.206
O 4.931 -0.036 0.249
O 4.734 -1.151 2.114
O 2.987 -0.221 1.253
C 1.622 4.970 1.246
C 0.985 3.676 0.737
O 0.473 4.002 -0.565
C 0.101 3.033 -1.393
O 0.450 1.904 -1.303
C -0.601 3.607 -2.610
F -1.741 2.896 -2.806
F -0.882 4.898 -2.566
F 0.107 3.369 -3.722
H 0.831 5.685 1.471
H 2.235 5.374 0.440
H 2.260 4.810 2.113
H 0.074 3.428 1.287
H 1.655 2.816 0.725
C -2.267 -4.555 0.755
C -1.552 -3.537 -0.146
O -2.598 -2.828 -0.809
C -2.362 -1.640 -1.315
O -1.296 -1.112 -1.316
C -3.561 -1.072 -2.111
F -3.486 0.255 -2.126
F -3.504 -1.475 -3.377
F -4.710 -1.457 -1.551
H -2.928 -4.114 1.497
H -1.567 -5.207 1.280
H -2.794 -5.240 0.083
H -0.960 -4.033 -0.912
H -1.013 -2.907 0.563
```

(2)
A cluster of 2 separate species, C4H10NS in total at a distorted geometry. Source: the OMol25 dataset; level of theory: ωB97M-V/def2-TZVPD.

Properties
LUMO level: -5.07 eV
Energy relative to the best compared isomer or geometry (same formula, charge and spin): 71.2 kcal/mol
Total charge: +1
Kohn-Sham gap: 9.5 eV
Calculated total energy: -16625.8791 eV
Multiplicity: 1

Structure (XYZ):
```
16
C4H10NS | the OMol25 dataset | ωB97M-V/def2-TZVPD
C 1.177 1.288 0.911
C 0.645 1.386 -0.504
C 0.015 0.527 0.519
C -2.404 -0.478 -0.443
N 1.277 -1.422 0.197
S -1.322 -0.296 1.052
H 2.200 0.834 1.038
H 1.110 2.128 1.614
H -0.052 2.248 -0.944
H 1.207 0.828 -1.161
H -2.463 0.424 -0.880
H -3.402 -0.806 -0.129
H -1.959 -1.298 -1.132
H 2.263 -1.521 -0.051
H 0.783 -1.556 -0.769
H 0.925 -2.286 0.682
```

(3)
A cluster of 2 separate species, C4H8BrNO4 in total at a distorted geometry. Source: the OMol25 dataset; level of theory: ωB97M-V/def2-TZVPD.

Properties
LUMO level: 0.55 eV
Energy relative to the best compared isomer or geometry (same formula, charge and spin): 19.9 kcal/mol
Kohn-Sham gap: 9.9 eV
Calculated total energy: -83995.4588 eV
Multiplicity: 1
SMILES: C[C@@H](O)/C=[N+](\[O-])O.O=CBr

Structure (XYZ):
```
18
C4H8BrNO4 | the OMol25 dataset | ωB97M-V/def2-TZVPD
C -0.762 0.018 -2.102
C -0.609 -0.268 -0.595
O 0.555 -1.000 -0.380
C -0.733 1.034 0.220
N 0.384 1.709 0.338
O 1.522 1.471 -0.091
O 0.151 2.893 1.136
H 0.169 0.416 -2.399
H -0.817 -0.821 -2.788
H -1.756 0.563 -2.350
H -1.314 -0.884 -0.177
H 1.163 -0.635 -1.015
H -1.687 1.117 0.737
H 0.634 2.802 1.946
O -0.427 -2.603 1.911
C 0.708 -2.311 1.768
Br 1.480 -0.787 2.779
H 1.340 -2.715 1.063
```

(4)
A cluster of 2 separate species, C4H12N4 in total at a distorted geometry. Source: the OMol25 dataset; level of theory: ωB97M-V/def2-TZVPD.

Properties
LUMO level (spin up / spin down): -0.13 / -0.53 eV
Energy relative to the best compared isomer or geometry (same formula, charge and spin): 116.4 kcal/mol
Kohn-Sham gap (spin up / spin down): 8.1 / 6.6 eV
Calculated total energy: -10298.2236 eV
Multiplicity: 1

Structure (XYZ):
```
20
C4H12N4 | the OMol25 dataset | ωB97M-V/def2-TZVPD
C -0.055 0.028 -0.320
C -1.624 0.256 -0.110
C -0.628 0.810 0.844
C 0.663 0.762 -1.415
N 0.343 -1.305 -0.226
N 0.065 -1.907 0.907
N 2.203 -0.756 1.289
N -2.416 1.089 -0.928
H -2.117 -0.661 0.192
H 0.767 -1.447 1.670
H 0.279 -2.897 0.820
H 2.728 -1.571 0.959
H 2.951 -0.143 1.627
H -2.692 0.658 -1.801
H -2.021 2.003 -1.096
H -0.447 1.878 0.810
H -0.573 0.389 1.836
H 0.169 1.700 -1.672
H 0.724 0.143 -2.312
H 1.679 0.973 -1.074
```

(5)
A cluster of 3 separate species, C5H9Cl3O8S2 in total at a distorted geometry. Source: the OMol25 dataset; level of theory: ωB97M-V/def2-TZVPD.

Properties
LUMO level: 0.27 eV
Energy relative to the best compared isomer or geometry (same formula, charge and spin): 0.0 kcal/mol
Kohn-Sham gap: 11.6 eV
Calculated total energy: -80946.3028 eV
Multiplicity: 1
SMILES: O=S1(=O)OCCO1.O=S1(=O)OCCO1.ClC(Cl)Cl

Structure (XYZ):
```
27
C5H9Cl3O8S2 | the OMol25 dataset | ωB97M-V/def2-TZVPD
O 4.032 -0.715 2.272
S 3.448 0.310 3.064
O 4.055 0.651 4.322
O 3.248 1.670 2.219
C 2.007 2.301 2.586
C 1.077 1.168 3.027
O 1.851 0.010 3.243
H 2.269 2.929 3.436
H 1.646 2.808 1.699
H 0.215 1.005 2.383
H 0.562 1.498 3.937
O -3.939 -1.293 -0.328
S -3.581 -2.146 -1.429
O -3.849 -3.554 -1.434
O -4.209 -1.498 -2.780
C -3.315 -0.604 -3.386
C -1.909 -1.054 -3.020
O -2.021 -1.897 -1.856
H -3.491 -0.727 -4.459
H -3.470 0.465 -3.217
H -1.256 -0.233 -2.732
H -1.423 -1.618 -3.813
Cl 2.057 1.777 -1.037
C 1.695 0.053 -0.663
Cl 1.929 -0.941 -2.095
Cl 0.029 -0.109 -0.088
H 2.340 -0.257 0.150
```

(6)
The molecule C7H8Br2N2O3 at a distorted geometry. Source: the OMol25 dataset; level of theory: ωB97M-V/def2-TZVPD.

Properties
LUMO level (spin up / spin down): -0.05 / -2.71 eV
Expectation value of S²: 2.02
Kohn-Sham gap (spin up / spin down): 5.7 / 7.0 eV
Calculated total energy: -156588.4906 eV
Multiplicity: 3

Structure (XYZ):
```
22
C7H8Br2N2O3 | the OMol25 dataset | ωB97M-V/def2-TZVPD
C 2.091 -1.621 0.149
C 0.710 -1.603 0.559
C 2.997 -0.664 0.527
C -0.083 -0.529 0.760
C 1.086 1.307 -0.311
C -1.540 -0.558 1.056
C 0.674 0.678 -1.585
N 0.462 0.729 0.763
N 3.467 1.717 1.082
O 3.452 2.448 1.984
O 2.749 0.305 1.406
O 1.998 2.136 -0.202
Br -0.181 -3.293 0.435
Br 4.617 -0.735 -0.552
H 2.502 -2.504 -0.309
H -1.980 -1.404 0.632
H -1.932 0.402 0.689
H -1.847 -0.515 2.196
H 0.393 -0.440 -1.391
H 1.494 0.474 -2.348
H 0.049 1.323 -2.235
H 0.583 1.214 1.742
```

(7)
A structure of composition C28H58NO15S6 at a distorted geometry. Source: the OMol25 dataset; level of theory: ωB97M-V/def2-TZVPD.

Properties
LUMO level: -1.98 eV
Energy relative to the best compared isomer or geometry (same formula, charge and spin): 99.9 kcal/mol
Total charge: +1
Kohn-Sham gap: 10.2 eV
Calculated total energy: -127168.7838 eV
Multiplicity: 1

Structure (XYZ):
```
108
C28H58NO15S6 | the OMol25 dataset | ωB97M-V/def2-TZVPD
N -0.482 0.772 -1.019
H -0.992 0.180 -0.418
H -0.701 1.810 -0.900
H -0.820 0.560 -2.024
H 0.300 0.639 -0.827
C 1.876 0.780 -4.447
C 2.086 -0.657 -5.053
C 1.580 -0.708 -6.553
O 2.534 -1.843 -6.996
C 3.558 -1.931 -6.088
O 4.519 -2.702 -6.334
O 3.419 -0.968 -5.155
H 0.924 1.113 -4.663
H 2.760 1.454 -4.675
H 1.790 0.592 -3.408
H 1.425 -1.227 -4.528
H 1.833 0.138 -7.199
H 0.602 -1.082 -6.642
C 0.457 2.837 3.914
C 0.339 1.921 5.064
C 0.416 0.523 4.470
S 1.411 0.520 2.988
O 0.687 0.259 1.752
O 2.643 -0.061 3.260
C 1.587 2.268 2.857
H 0.652 3.830 4.228
H -0.439 2.667 3.442
H -0.411 2.196 5.528
H 1.385 2.081 5.618
H -0.545 0.109 3.999
H 0.958 -0.301 5.009
H 1.751 2.603 1.561
H 2.529 2.771 3.275
C 0.828 -5.257 -2.477
C 1.596 -4.200 -3.265
C 2.249 -3.196 -2.322
S 0.996 -2.972 -1.137
O -0.014 -1.993 -1.582
O 1.637 -2.730 0.084
C 0.346 -4.605 -1.230
H 1.515 -6.071 -2.191
H -0.005 -5.694 -2.895
H 0.907 -3.722 -4.087
H 2.230 -4.626 -4.054
H 2.547 -2.369 -2.644
H 3.105 -3.801 -1.916
H -0.779 -4.975 -0.918
H 0.825 -5.065 -0.367
C -5.685 0.122 2.146
C -6.575 -0.214 0.990
C -5.416 -0.209 -0.157
S -4.574 1.298 0.229
O -5.375 2.340 -0.375
O -3.235 1.202 -0.347
C -4.749 1.301 1.997
H -5.072 -0.626 2.169
H -6.239 0.216 2.978
H -7.267 0.490 0.682
H -7.173 -1.116 1.196
H -5.936 -0.007 -1.199
H -4.909 -0.895 -0.169
H -5.150 2.440 2.167
H -3.748 1.064 2.348
C -2.058 6.580 -0.463
C -1.715 7.036 0.820
C -1.088 5.920 1.827
S -1.799 4.483 1.181
O -3.027 4.105 1.831
O -0.729 3.507 1.089
C -2.357 5.012 -0.349
H -1.311 6.757 -1.259
H -2.704 7.204 -0.940
H -2.312 7.541 1.384
H -0.948 7.968 0.868
H -1.606 6.091 2.843
H 0.015 5.784 2.117
H -3.451 4.768 -0.569
H -1.791 4.490 -1.018
C 6.004 -0.849 -0.366
C 5.984 -0.078 -1.727
C 5.039 1.120 -1.517
S 3.755 0.445 -0.481
O 2.838 -0.075 -1.399
O 3.293 1.392 0.492
C 4.613 -0.990 0.189
H 6.835 -0.350 0.362
H 6.537 -1.728 -0.558
H 5.605 -0.851 -2.528
H 6.943 0.373 -2.062
H 4.534 1.545 -2.253
H 5.546 1.710 -0.673
H 4.234 -1.915 -0.143
H 4.651 -0.529 1.166
C -0.746 -4.288 3.040
C -2.134 -4.699 3.035
C -2.896 -3.879 1.833
S -2.156 -2.257 2.009
O -2.982 -1.539 2.995
O -1.838 -1.761 0.684
C -0.766 -2.822 2.866
H -0.156 -4.846 2.306
H -0.223 -4.668 4.073
H -2.697 -4.480 3.758
H -2.236 -5.806 2.883
H -3.930 -3.779 1.889
H -2.617 -4.211 0.860
H -0.833 -2.253 3.881
H 0.174 -2.448 2.335
```

(8)
A cluster of 2 separate species, C4H13N2O2 in total at a distorted geometry. Source: the OMol25 dataset; level of theory: ωB97M-V/def2-TZVPD.

Properties
LUMO level: -6.54 eV
Energy relative to the best compared isomer or geometry (same formula, charge and spin): 131.9 kcal/mol
Total charge: +1
Kohn-Sham gap: 6.9 eV
Calculated total energy: -11423.7548 eV
Multiplicity: 1

Structure (XYZ):
```
21
C4H13N2O2 | the OMol25 dataset | ωB97M-V/def2-TZVPD
N -0.433 -1.581 1.544
C 0.780 -1.129 1.091
C 1.059 -1.439 -0.388
N 0.474 -0.312 -1.078
C 1.072 0.827 -0.628
C 0.264 2.055 -0.607
O -0.905 1.947 0.199
H -1.268 -1.155 1.136
H -0.679 2.313 1.062
H -0.504 -2.162 2.361
H 0.653 0.018 1.020
H 1.616 -1.297 1.757
H 0.546 -2.314 -0.794
H 2.142 -1.613 -0.469
H 0.585 -0.446 -2.086
H 2.117 0.869 -0.954
H -0.141 2.266 -1.607
H 0.850 2.919 -0.313
H -3.298 -0.351 -0.784
H -2.321 0.748 -0.323
O -2.606 -0.162 -0.140
```